Molecular formula: C25H30AsCrN4OS
Method: DFT, ωB97M-V/def2-TZVPD

Geometry as XYZ:
```
63
Properties=species:S:1:pos:R:3:forces:R:3
Cr -0.03862 0.10290 0.35005 0.0680 0.3354 0.2466
O 0.07172 0.28170 2.22600 -0.1064 0.0373 -0.4528
C 0.37911 1.34249 2.95782 0.1375 0.1028 0.1999
C 0.68946 1.11893 4.31125 -0.0104 -0.0251 -0.0746
C 1.03836 2.14900 5.15436 -0.0131 -0.0007 -0.0333
C 1.09869 3.45702 4.67692 0.0092 0.0301 0.0135
C 0.78667 3.69952 3.35920 -0.0100 -0.0093 -0.0126
C 0.40728 2.67157 2.48088 0.0092 -0.0890 0.1721
C 0.06562 3.02857 1.10640 -0.0060 0.1936 -0.0851
N 0.16565 2.28427 0.01236 -0.0946 -0.3826 0.2401
C -0.23001 3.06910 -1.04849 -0.0343 0.0995 -0.0805
C -0.56954 4.30202 -0.59811 0.0202 -0.0153 -0.0369
N -0.38156 4.26133 0.76116 0.0525 -0.1003 0.0237
H 0.64818 0.09675 4.66429 0.0001 -0.0069 -0.0020
H 1.27593 1.93630 6.18820 0.0043 0.0023 0.0099
H 1.39696 4.26891 5.32439 0.0021 0.0070 0.0057
H 0.87551 4.71243 2.98473 -0.0106 0.0095 -0.0090
H -0.22771 2.70353 -2.06092 -0.0196 -0.0037 -0.0092
H -0.91375 5.18468 -1.10477 -0.0051 0.0068 -0.0241
H -0.57284 5.00804 1.40660 -0.0008 0.0029 0.0075
C 3.72752 1.24667 1.41230 -0.0512 -0.0040 0.0201
C 3.77099 0.51785 0.07608 0.0250 -0.0963 -0.0434
As 2.38171 -0.84403 -0.14643 -0.0439 -0.0400 -0.0571
C 2.96505 -2.34997 0.95392 0.0330 0.0397 0.0013
C 2.51885 -2.23341 2.40811 -0.0147 0.0096 -0.0096
C 2.73748 -1.47513 -1.96638 -0.0072 -0.0053 0.0001
C 4.13959 -2.02262 -2.20382 0.0175 0.0118 0.0539
H 4.48530 2.03001 1.43760 0.0041 0.0026 0.0027
H 3.92574 0.57314 2.24608 -0.0085 0.0064 0.0010
H 2.75782 1.71469 1.58427 0.0070 0.0049 0.0072
H 4.73624 0.02785 -0.06543 -0.0357 -0.0091 -0.0189
H 3.63510 1.21560 -0.75365 -0.0150 -0.0085 0.0149
H 4.05095 -2.42851 0.87380 -0.0186 0.0181 -0.0111
H 2.54114 -3.24309 0.48924 -0.0090 0.0204 -0.0079
H 2.99444 -1.38973 2.90848 -0.0146 0.0005 0.0003
H 2.78248 -3.13667 2.95824 0.0030 -0.0012 0.0023
H 1.44048 -2.08790 2.48193 0.0061 -0.0138 0.0199
H 2.53134 -0.62927 -2.62662 -0.0027 -0.0139 0.0054
H 1.98538 -2.23740 -2.18120 -0.0041 0.0230 -0.0001
H 4.90562 -1.28057 -1.97925 0.0077 -0.0065 -0.0070
H 4.26466 -2.31415 -3.24660 -0.0190 -0.0039 -0.0055
H 4.33113 -2.90423 -1.59200 0.0135 0.0068 0.0048
S -6.78712 0.00783 0.51532 0.0385 -0.0575 0.0707
C -5.00537 0.01940 0.45050 -0.0280 0.0212 0.0233
C -4.33098 -0.43734 -0.67617 0.0227 -0.0310 0.0342
C -2.95211 -0.41670 -0.67579 -0.0223 0.0148 -0.0273
N -2.22853 0.03383 0.35756 0.1311 -0.1414 -0.0166
C -2.87997 0.48380 1.43767 0.0952 -0.0200 -0.0577
C -4.25928 0.49582 1.52060 -0.0525 0.0467 -0.0562
C -6.99118 -1.75356 0.76626 -0.0191 0.0343 -0.0784
C -7.44726 -2.55796 -0.26512 -0.0258 -0.0066 -0.0178
C -7.59605 -3.91771 -0.01949 0.0014 0.0491 -0.0259
N -7.31745 -4.48610 1.14691 -0.0129 -0.0940 0.0048
C -6.88992 -3.70085 2.13031 0.0152 0.0648 0.0213
C -6.71688 -2.33068 1.99675 0.0159 -0.0155 0.0217
H -4.87098 -0.80922 -1.53500 -0.0128 -0.0022 -0.0056
H -2.40253 -0.77348 -1.54024 -0.0016 -0.0027 0.0163
H -2.25914 0.82166 2.25670 -0.0124 0.0012 0.0104
H -4.74688 0.86696 2.41067 -0.0012 -0.0085 0.0115
H -7.68820 -2.14287 -1.23390 0.0013 0.0137 -0.0044
H -7.95331 -4.57528 -0.80330 -0.0041 -0.0084 -0.0046
H -6.68056 -4.18634 3.07634 0.0018 -0.0014 0.0071
H -6.38350 -1.73333 2.83445 0.0046 0.0077 0.0010
```
Positions in Å, forces in eV/Å.

Calculated values
Kohn-Sham gap (alpha / beta), eV: 7.4 / 7.8
Spin multiplicity: 5
Charge: +1
LUMO level (alpha / beta), eV: -3.1 / -2.9
<S²>: 6.016

Atomic partial charges in e from the Löwdin method, atoms 1 to 6: 0.7025, -0.2719, -0.3554, -0.0067, -0.0652, -0.0818

Molecular formula: C25H30BF4NO2P2
Method: DFT, ωB97M-V/def2-TZVPD

Geometry as XYZ:
```
65
Properties=species:S:1:pos:R:3:forces:R:3
C -0.21351 0.75342 0.93066 -0.2562 -0.1044 -0.4351
O -1.61462 0.91981 0.64628 0.6036 0.3083 0.7843
B -1.98023 2.23303 0.47892 -0.5124 -0.5163 -0.2977
O -3.12883 2.64365 1.11030 0.2292 0.7382 0.4850
P -0.85945 3.46388 -0.58708 -0.4009 -0.3519 0.5393
P 0.64613 4.78646 -1.73173 0.5171 -0.4919 -1.0314
N 1.18698 4.07763 -3.04031 -0.1068 0.1524 0.1025
H 0.32673 0.54767 0.01856 0.2607 -0.2024 -0.2703
H -0.10604 -0.06067 1.62801 0.0000 -0.3509 0.1607
H 0.22245 1.63477 1.38494 0.0665 0.2885 0.1771
H -2.95554 2.67520 2.06877 -0.5774 -0.2989 -0.3735
H -0.30317 3.97284 0.64411 -0.0444 0.1684 -0.1272
H -1.96414 4.09256 -1.23821 0.1300 0.1737 0.0706
H -0.24960 2.38818 -1.30729 0.1961 0.1772 -0.2015
H 0.08705 6.06556 -1.99377 0.1785 0.2084 0.3548
H 1.72404 5.02697 -0.84138 -0.2195 0.5132 0.2472
H 0.73753 3.17883 -3.16740 -0.0426 -0.0606 -0.1628
F 1.71503 -4.00130 -1.06216 0.0086 0.0653 -0.0815
C 0.42813 -3.60467 -1.18296 -0.1677 0.0767 -0.0229
C -0.47662 -4.44117 -1.80216 0.1156 -0.2132 -0.1075
C -1.79439 -4.02635 -1.92187 -0.0070 0.0823 0.0447
C -2.18604 -2.78965 -1.43004 -0.0460 0.0149 -0.0139
C -1.25942 -1.96055 -0.81239 0.0138 -0.0231 -0.0183
C 0.06049 -2.37281 -0.68302 0.0764 0.1004 0.1239
H -0.15080 -5.40045 -2.18145 0.0233 -0.0058 0.0192
H -2.51608 -4.67347 -2.40027 -0.0075 -0.0271 -0.0242
H -3.21396 -2.46992 -1.52928 -0.0233 0.0140 -0.0008
H -1.56314 -0.99076 -0.43489 -0.0053 -0.1686 -0.0481
H 0.80249 -1.75053 -0.20190 0.0511 -0.0248 -0.0300
F 0.54183 1.11662 -3.37791 -0.0527 -0.1787 -0.0274
C 1.72275 0.47033 -3.55327 0.1303 -0.0915 -0.0350
C 1.73493 -0.90667 -3.47222 -0.1831 -0.0693 0.0314
C 2.93974 -1.56960 -3.64804 0.0709 0.0341 -0.0052
C 4.10086 -0.85135 -3.89381 0.0474 -0.0099 -0.0184
C 4.05639 0.53396 -3.97456 -0.0319 -0.1153 0.0146
C 2.85759 1.21144 -3.80828 -0.0051 0.2239 -0.0234
H 0.81757 -1.44647 -3.27732 -0.0229 0.0337 -0.0112
H 2.96872 -2.64916 -3.59374 -0.0132 -0.0319 0.0294
H 5.03893 -1.37208 -4.02801 0.0239 -0.0081 -0.0016
H 4.96027 1.09402 -4.16904 0.0214 0.0307 -0.0158
H 2.79594 2.29128 -3.87209 -0.0467 0.0004 0.0669
F 0.24396 5.02337 2.61698 0.0416 0.0307 0.1075
C -0.81920 5.76721 3.00183 -0.0724 0.0263 -0.0102
C -1.25463 6.78063 2.17464 0.0846 0.0254 -0.1809
C -2.35257 7.53066 2.56640 -0.0257 -0.0220 0.0637
C -2.98887 7.26308 3.76948 -0.0435 0.0309 0.0130
C -2.52880 6.23930 4.58444 -0.0175 0.0431 -0.0489
C -1.43526 5.47784 4.20081 0.0454 -0.1570 0.1015
H -0.73902 6.97666 1.24376 0.0187 -0.0120 0.0059
H -2.71117 8.32620 1.92888 0.0031 0.0277 -0.0275
H -3.84281 7.85259 4.07136 -0.0239 0.0136 0.0110
H -3.02086 6.03172 5.52405 -0.0136 -0.0199 0.0305
H -1.06160 4.67221 4.81865 0.0338 0.0115 -0.0011
F 1.83854 -9.25713 3.12284 0.0015 -0.0025 0.0009
C 1.19071 -8.19891 2.59300 -0.0270 0.0590 -0.0345
C 1.85188 -7.39574 1.68749 0.1515 -0.0297 -0.0563
C 1.18161 -6.31080 1.14214 -0.1064 -0.0692 0.1050
C -0.12897 -6.04189 1.51391 -0.0190 0.0382 -0.0118
C -0.77061 -6.86381 2.42927 0.0354 0.0377 -0.0401
C -0.11189 -7.95531 2.97429 -0.0977 -0.0920 0.1163
H 2.87460 -7.62108 1.41750 0.0043 -0.0238 0.0062
H 1.68312 -5.67722 0.42846 0.0586 0.0274 -0.0221
H -0.64939 -5.19365 1.08985 -0.0094 0.0175 -0.0155
H -1.79005 -6.65481 2.72261 -0.0353 -0.0090 0.0083
H -0.59569 -8.61165 3.68465 0.0206 -0.0120 0.0123
```
Positions in Å, forces in eV/Å.

Calculated values
Kohn-Sham gap, eV: 7.7
SMILES: COB(O)[PH3][PH2]=N.Fc1ccccc1.Fc1ccccc1.Fc1ccccc1.Fc1ccccc1
Charge: 0
LUMO level, eV: 0.2

Atomic partial charges in e from the Löwdin method, atoms 1 to 6: -0.0923, -0.0330, -0.7722, 0.1119, 0.6814, 0.4729

Looking at E_tot for the records above, in order, we have -4943.18614 -2282.79315 a.u..
Looking at molar mass for the records above, in order, we have 561.5 525.3 g/mol.
Looking at max |F| for the records above, in order, we have 0.47 1.25 eV/A.